# 1
Molecular formula: C36H39As2Br2KN3O3
Method: DFT, the ωB97M-V functional and the def2-TZVPD basis

The gap between HOMO and LUMO comes out at 6.6 eV. The HOMO energy is -4.57 eV. The total charge is -1. Its strongest force on any atom is 0.3 eV Å⁻¹.

Last column: Mulliken charge in e.
Positions of all 86 atoms, in Å:
K (1.3898, -0.9958, 0.4836)  0.995
Br (2.3154, 0.4581, 6.8562)  -0.189
C (2.2650, -0.6202, 5.3023)  -0.331
C (1.1262, -1.3497, 5.0076)  -0.524
C (1.1411, -2.0925, 3.8398)  -0.409
N (2.1763, -2.1414, 3.0052)  -0.416
C (3.2612, -1.4361, 3.3096)  0.820
C (3.3511, -0.6521, 4.4584)  -0.486
C (4.3901, -1.4820, 2.3338)  0.494
C (5.6947, -1.2320, 2.7480)  -0.753
C (6.6890, -1.2428, 1.7915)  0.048
Br (8.4818, -0.9037, 2.3024)  -0.204
C (6.3868, -1.5019, 0.4707)  -0.712
C (5.0576, -1.7675, 0.1720)  -0.250
N (4.0844, -1.7695, 1.0700)  -0.018
H (0.2568, -1.3303, 5.6482)  0.436
H (0.2716, -2.6756, 3.5541)  0.455
H (4.2122, -0.0285, 4.6404)  0.491
H (5.9281, -1.0420, 3.7847)  0.520
H (7.1449, -1.5025, -0.2983)  0.409
H (4.7657, -1.9874, -0.8490)  0.428
C (-0.1707, -0.0019, -4.4347)  -1.427
As (0.0523, -1.0464, -2.7501)  1.091
C (1.3020, -2.3353, -3.5394)  -1.337
C (-1.6339, -2.0401, -2.9318)  0.034
C (-1.9735, -2.6414, -4.1391)  -0.420
C (-3.1564, -3.3535, -4.2861)  -0.812
C (-4.0258, -3.4591, -3.2133)  -0.812
C (-3.7006, -2.8516, -2.0079)  -0.384
C (-2.5119, -2.1485, -1.8480)  -0.009
As (-2.0603, -1.3294, -0.1182)  1.122
C (-3.8310, -0.4467, 0.1272)  -1.452
C (-2.4565, -2.8272, 1.0821)  -1.257
H (-0.2928, -0.6352, -5.3149)  0.476
H (0.7133, 0.6241, -4.5751)  0.404
H (-1.0429, 0.6452, -4.3398)  0.213
H (0.8749, -2.8358, -4.4090)  0.315
H (1.5639, -3.0693, -2.7819)  0.254
H (2.1938, -1.7882, -3.8507)  0.465
H (-1.3029, -2.5636, -4.9875)  0.143
H (-3.3936, -3.8233, -5.2335)  0.372
H (-4.9529, -4.0121, -3.3101)  0.373
H (-4.3901, -2.9396, -1.1758)  0.178
H (-4.6722, -1.1346, 0.0258)  0.572
H (-3.9320, 0.3524, -0.6084)  0.183
H (-3.8599, -0.0041, 1.1257)  0.360
H (-3.3560, -3.3684, 0.7865)  0.350
H (-2.6071, -2.4220, 2.0853)  0.432
H (-1.6011, -3.4986, 1.0758)  0.152
C (-4.7321, 3.0754, -0.1600)  -1.583
C (-3.4175, 2.9782, -0.8877)  0.845
C (-3.3951, 3.0466, -2.2759)  -0.866
C (-2.2021, 2.9075, -2.9689)  -0.908
C (-1.0178, 2.7507, -2.2739)  -0.682
C (-1.0178, 2.7036, -0.8804)  -0.919
N (0.1988, 2.5113, -0.2106)  0.531
C (0.7269, 3.3988, 0.7286)  -0.092
C (0.1417, 4.6355, 1.0043)  -0.772
C (0.6900, 5.4761, 1.9625)  -0.663
C (1.8256, 5.1017, 2.6639)  -0.790
C (2.4107, 3.8721, 2.3869)  -0.178
C (1.8907, 3.0249, 1.4232)  0.740
C (2.5602, 1.6922, 1.1392)  0.072
O (2.9482, 1.0254, 2.1238)  -0.478
O (2.6301, 1.3457, -0.0696)  -0.837
C (-2.2299, 2.7701, -0.1760)  1.926
C (-2.2651, 2.5562, 1.3112)  -1.888
H (-5.5294, 3.3633, -0.8452)  0.431
H (-4.6924, 3.8098, 0.6471)  0.333
H (-5.0058, 2.1163, 0.2879)  0.292
H (-4.3240, 3.1902, -2.8157)  0.349
H (-2.1940, 2.9367, -4.0517)  0.474
H (-0.0739, 2.6642, -2.7982)  0.511
H (0.9281, 1.9964, -0.6962)  0.408
H (-0.7377, 4.9418, 0.4520)  0.495
H (0.2219, 6.4346, 2.1546)  0.376
H (2.2473, 5.7540, 3.4182)  0.378
H (3.2843, 3.5360, 2.9322)  0.473
H (-2.2750, 3.4984, 1.8663)  0.459
H (-1.3866, 1.9994, 1.6354)  0.220
H (-3.1542, 1.9938, 1.5971)  0.602
C (0.1602, -4.1790, -0.9436)  -1.305
O (0.0512, -2.8350, -0.7024)  -0.081
H (-0.1555, -4.4695, -1.9699)  0.237
H (-0.4685, -4.8066, -0.2736)  0.296
H (1.1925, -4.5672, -0.8189)  0.215

---

# 2
Molecular formula: C27H31BeN3O3S2
Method: DFT, the ωB97M-V functional and the def2-TZVPD basis

The gap between HOMO and LUMO comes out at 7.3 eV. The HOMO energy is -7.60 eV. Its strongest force on any atom is 1.6 eV Å⁻¹.

Last column: Mulliken charge in e.
Positions of all 67 atoms, in Å:
Be (-0.3256, 0.8995, 0.0966)  -0.385
O (-3.3391, 1.7856, 2.8524)  -0.741
C (-3.5860, 0.4873, 3.0893)  0.342
C (-4.6685, 0.1360, 3.8972)  -0.765
C (-4.9437, -1.1874, 4.1644)  -0.332
C (-4.1460, -2.1932, 3.6337)  -0.838
C (-3.0836, -1.8629, 2.8226)  -0.420
C (-2.7922, -0.5294, 2.5359)  0.312
C (-1.6995, -0.2105, 1.6090)  1.166
O (-1.4366, 1.0003, 1.2819)  -0.913
N (-1.0472, -1.2285, 1.1189)  -0.761
N (-0.1321, -0.8365, 0.2108)  0.535
C (0.7150, -1.7085, -0.1640)  -0.216
S (1.9712, -1.3395, -1.3044)  0.249
C (2.4204, -3.1060, -1.5806)  -0.705
C (2.2756, -3.8220, -0.2606)  -0.577
S (0.6589, -3.3617, 0.4593)  -0.046
H (-2.5476, 1.8225, 2.2582)  0.533
H (-5.2860, 0.9270, 4.2930)  0.460
H (-5.7893, -1.4474, 4.7821)  0.385
H (-4.3679, -3.2291, 3.8376)  0.414
H (-2.4588, -2.6204, 2.3766)  0.533
H (3.4416, -3.1360, -1.9498)  0.377
H (1.7424, -3.5089, -2.3328)  0.313
H (3.0562, -3.5298, 0.4439)  0.262
H (2.2894, -4.9031, -0.3777)  0.425
N (-1.3974, 1.0708, -1.3327)  -0.361
C (-2.0587, 0.9744, -2.2639)  0.849
C (-2.8556, 0.7830, -3.4046)  0.192
C (-2.7329, -0.4264, -4.0962)  -0.469
C (-3.5210, -0.6578, -5.2056)  -0.624
C (-4.4256, 0.3045, -5.6315)  -0.343
C (-4.5514, 1.5014, -4.9401)  -0.571
C (-3.7709, 1.7500, -3.8266)  -0.376
H (-2.0228, -1.1603, -3.7480)  0.516
H (-3.4333, -1.5938, -5.7354)  0.387
H (-5.0339, 0.1203, -6.5028)  0.393
H (-5.2652, 2.2420, -5.2676)  0.390
H (-3.8571, 2.6754, -3.2785)  0.465
C (4.5422, 1.2996, -1.0970)  -1.530
C (3.3954, 2.0480, -1.7886)  2.238
C (3.2194, 1.5001, -3.2121)  -1.311
C (3.6950, 3.5511, -1.8263)  -1.796
C (2.1482, 1.8133, -1.0559)  -0.144
C (1.1162, 1.6173, -0.4570)  -0.647
H (5.4559, 1.3742, -1.6854)  0.483
H (4.2842, 0.2480, -0.9903)  0.159
H (4.7278, 1.7143, -0.1085)  0.316
H (4.1368, 1.6183, -3.7870)  0.425
H (2.4121, 2.0224, -3.7214)  0.316
H (2.9684, 0.4427, -3.1690)  0.194
H (4.6287, 3.7454, -2.3537)  0.417
H (3.7780, 3.9421, -0.8143)  0.367
H (2.8891, 4.0825, -2.3293)  0.364
C (2.7061, -0.8487, 3.2423)  -0.131
C (1.7076, -0.7606, 4.4038)  -0.724
C (0.7285, 0.3396, 3.9505)  -0.042
O (1.1207, 0.7516, 2.6576)  -0.333
C (2.4980, 0.4896, 2.5276)  0.105
H (2.4342, -1.6658, 2.5741)  -0.164
H (3.7321, -0.9811, 3.5805)  0.450
H (2.2066, -0.4656, 5.3270)  0.279
H (1.1964, -1.7062, 4.5716)  0.326
H (0.7647, 1.1946, 4.6409)  0.350
H (-0.3050, -0.0066, 3.8840)  -0.117
H (3.0921, 1.2802, 3.0139)  0.367
H (2.7256, 0.4792, 1.4618)  -0.274

---

# 3
Molecular formula: C30H42N11O2
Method: DFT, the ωB97M-V functional and the def2-TZVPD basis

The gap between HOMO and LUMO comes out at 5.1 eV. The HOMO energy is -2.93 eV. The total charge is -1. Its strongest force on any atom is 14.0 eV Å⁻¹.

Last column: Mulliken charge in e.
Positions of all 85 atoms, in Å:
O (2.0738, -1.5875, 0.0568)  -0.722
C (2.5207, -0.7958, -0.7578)  0.486
O (1.8516, -0.5844, -1.9289)  -0.572
C (3.8124, -0.0691, -0.5065)  -0.211
C (4.1524, 0.9828, -1.5624)  -0.835
C (4.3512, 2.3698, -0.9513)  -1.019
C (3.2019, 2.6992, 0.0134)  -0.777
C (1.9830, 2.3467, -0.4997)  0.895
C (1.5475, 2.5166, -1.8568)  -1.099
C (0.3203, 2.1065, -2.2462)  -0.973
N (-0.6298, 1.4868, -1.5200)  -0.652
C (-0.2084, 1.3467, -0.2438)  1.036
C (0.9616, 1.7314, 0.3009)  0.072
H (0.9703, -0.2214, -1.7439)  0.342
H (4.5952, -0.8283, -0.4847)  0.518
H (3.7377, 0.3226, 0.5028)  0.145
H (5.0846, 0.6785, -2.0555)  0.556
H (3.4134, 0.9759, -2.3559)  0.363
H (4.4618, 3.1297, -1.7301)  0.402
H (5.2837, 2.3839, -0.3800)  0.419
H (3.3389, 2.0782, 0.8897)  -0.003
H (2.2067, 2.9770, -2.5784)  0.417
H (0.0493, 2.2923, -3.2864)  0.340
H (-0.9214, 0.8525, 0.4222)  -0.643
H (1.1368, 1.5709, 1.3554)  0.311
C (-1.7769, 3.7679, 2.4490)  -0.729
C (-0.8419, 2.8559, 3.0886)  0.703
N (-0.1116, 2.1262, 3.5936)  -0.567
H (-1.2524, 4.5239, 1.8690)  -0.021
H (-2.4444, 3.2413, 1.7750)  0.182
H (-2.3894, 4.2763, 3.1850)  0.440
C (3.3779, 2.5857, 4.8086)  -0.923
C (4.0579, 2.8616, 3.5525)  0.447
N (4.5573, 3.0806, 2.5417)  -0.382
H (2.9047, 1.6050, 4.7892)  0.266
H (4.0756, 2.6064, 5.6456)  0.332
H (2.5993, 3.3226, 4.9998)  0.246
C (-4.8697, 0.7265, 3.7098)  -0.709
C (-4.6887, 2.1247, 3.3655)  0.532
N (-4.5034, 3.2255, 3.0942)  -0.526
H (-5.0375, 0.5999, 4.7793)  0.340
H (-5.7206, 0.3030, 3.1856)  0.251
H (-3.9927, 0.1390, 3.4401)  0.093
C (-3.9856, -0.3114, -0.5379)  -0.684
C (-5.0370, -0.5621, 0.4348)  0.464
N (-5.8642, -0.7595, 1.2090)  -0.665
H (-3.5741, -1.2460, -0.9118)  0.237
H (-4.3683, 0.2561, -1.3856)  0.475
H (-3.1663, 0.2549, -0.0965)  -0.094
C (-0.7187, 6.0921, -1.0623)  -1.025
C (0.1501, 5.5623, -0.0240)  0.591
N (0.8469, 5.1447, 0.7873)  -0.438
H (-0.4371, 5.7009, -2.0391)  0.274
H (-1.7576, 5.8174, -0.8807)  0.302
H (-0.6616, 7.1793, -1.1046)  0.356
C (-8.5962, -1.9798, -0.9613)  -0.621
C (-8.0130, -1.5298, -2.2146)  0.356
N (-7.5530, -1.1746, -3.2048)  -0.385
H (-8.8121, -3.0471, -0.9869)  0.250
H (-7.9204, -1.7962, -0.1253)  0.138
H (-9.5297, -1.4593, -0.7518)  0.241
C (-0.9047, -1.3370, 1.4967)  -1.023
C (-2.2782, -0.9550, 1.2113)  0.952
N (-3.3647, -0.6525, 0.9911)  -0.190
H (-0.4656, -1.8991, 0.6739)  0.309
H (-0.2775, -0.4614, 1.6653)  -0.088
H (-0.8499, -1.9602, 2.3888)  0.410
C (4.4809, -3.7883, -0.1349)  -0.342
C (5.4650, -3.7424, 0.9350)  0.222
N (6.2440, -3.7068, 1.7784)  -0.461
H (4.8652, -3.3327, -1.0465)  0.216
H (4.2056, -4.8120, -0.3762)  0.374
H (3.5664, -3.2589, 0.1355)  0.026
C (2.3349, -3.4849, -3.7965)  -0.497
C (2.9691, -4.6134, -3.1347)  0.489
N (3.4606, -5.5065, -2.6035)  -0.556
H (3.0349, -2.9649, -4.4495)  0.345
H (1.4907, -3.8118, -4.4023)  0.343
H (1.9613, -2.7603, -3.0714)  -0.075
C (0.1447, -7.7170, -2.3450)  -0.750
C (-0.3923, -6.4759, -2.8785)  0.345
N (-0.8006, -5.4887, -3.2989)  -0.380
H (1.1015, -7.5444, -1.8532)  0.250
H (-0.5351, -8.1556, -1.6160)  0.281
H (0.3030, -8.4464, -3.1377)  0.255

---

# 4
Molecular formula: C4H9NS
Method: DFT, the ωB97M-V functional and the def2-TZVPD basis

The gap between HOMO and LUMO (spin up / spin down) comes out at 6.9 / 5.8 eV. The HOMO energy (spin up / spin down) is -6.97 / -6.59 eV. Its strongest force on any atom is 6.1 eV Å⁻¹.

Last column: Mulliken charge in e.
Positions of all 15 atoms, in Å:
C (-0.8194, 1.0408, 0.3477)  -0.032
C (-0.5163, -0.4448, 0.6417)  -0.824
C (0.4154, -0.9260, -0.4563)  -0.690
C (1.9178, -0.6968, -0.0596)  -0.784
N (-1.8739, 1.3678, -0.4438)  -0.344
S (2.3135, 1.0092, -0.2062)  -0.382
H (-0.5391, 1.8578, 1.0614)  0.335
H (-0.2118, -0.4588, 1.5922)  0.387
H (-1.5591, -0.8251, 0.7017)  0.425
H (0.1155, -1.9160, -0.5527)  0.397
H (0.4135, -0.4315, -1.4260)  0.353
H (2.1949, -1.1696, 0.8727)  0.349
H (2.5998, -1.3408, -0.6215)  0.342
H (-2.1816, 2.2600, -0.3437)  0.230
H (-2.2694, 0.6739, -1.1078)  0.236

---

Looking at molar mass for the records above, in order, we have 910.5, 518.7, 588.7, 103.2 g mol⁻¹.